# 1
Computed, not measured: an isolated ion of composition C7H19N2O2S and charge +1, with ωB97M-V with the def2-TZVPD basis set.

## Properties
* E_HOMO: -13.9 eV
* 2S+1: 1
* total charge: +1
* energy above the lowest of the compared OMol25 structures with the same formula, charge and spin: 257.25 kJ/mol

Structure (XYZ):
```
31
C7H19N2O2S, DFT ωB97M-V with the def2-TZVPD basis set
S 0.13081 1.02422 -1.20963
O -0.38528 2.33445 -0.86023
O 1.39519 0.61073 -0.72980
N 0.20355 -0.47386 2.16632
N -1.02448 -0.28397 -0.36482
C -0.88974 0.20303 1.30502
C 0.91393 -1.62095 1.57874
C 1.24393 0.59372 2.63043
C -1.48580 0.77925 -3.17159
C 0.06831 0.70343 -3.00622
C 0.85263 1.72823 -3.72709
C -0.50211 -0.96586 3.37249
H 1.47739 0.53732 3.67611
H 0.14221 -1.47722 4.08417
H 0.60660 2.69061 -3.41842
H -2.05655 -0.06698 -2.91015
H 0.94504 1.59837 2.31938
H -1.27120 -1.65110 2.84606
H 1.56382 -1.93383 2.28932
H 1.95037 1.73996 -3.62608
H -1.91135 1.55273 -2.54835
H -1.99804 -0.05945 -0.50912
H 1.48153 -1.17087 0.76898
H -0.85315 1.32774 1.44620
H 2.14079 0.51635 2.18297
H -0.91453 -0.10775 3.86273
H 0.49589 -0.39981 -3.24527
H 0.61426 1.65439 -4.73390
H -1.86868 0.95694 -4.15248
H 0.33442 -2.42939 1.18751
H -1.84586 -0.17094 1.62848
```

Atomic partial charges in e from the natural (NBO) method, atoms 1 to 5:
1. S 2.21
2. O -0.91
3. O -0.95
4. N -0.23
5. N -0.79

# 2
Computed, not measured: a 2-piece molecular cluster, C7H19N2O6PS overall, with ωB97M-V with the def2-TZVPD basis set.

## Properties
* E_HOMO: -6.2 eV
* 2S+1: 1
* total charge: 0

Structure (XYZ):
```
36
C7H19N2O6PS, DFT ωB97M-V with the def2-TZVPD basis set
S 2.15997 -0.93665 0.20230
P 0.77314 0.18952 1.03015
O -0.72808 -0.61373 0.95850
O 0.12210 -0.23578 -2.24637
O 2.37166 1.53898 -2.94251
O -0.62064 2.54321 2.38472
O 1.18790 0.22296 2.70980
O 3.28467 2.29542 -0.97338
N 0.77393 1.83923 0.46440
N 1.42082 -4.25069 1.33276
C -0.75654 -2.59019 -1.94151
C -2.00371 2.25231 2.69846
C -0.38118 1.02216 -1.75167
C 0.70954 1.95909 -1.03827
C 2.18228 1.89226 -1.73823
C -0.38056 2.64367 0.96482
C -0.95607 -1.13967 -2.60855
H 1.04302 -4.86110 0.60307
H -1.99838 1.69405 3.71276
H -2.53161 1.55989 1.95867
H 2.26138 -4.67578 1.73283
H -0.76776 1.60835 -2.67593
H 0.71992 -4.12191 2.06747
H -1.48774 0.00878 0.90772
H 0.35982 3.04662 -1.23824
H -1.31211 0.87471 -1.08435
H -1.99421 -0.76711 -2.27290
H -0.99552 -1.17393 -3.76581
H 1.65995 -3.33548 0.92456
H 1.99201 0.78290 2.83180
H -0.11160 3.75240 0.75717
H -1.40922 -3.40464 -2.41438
H -2.55058 3.24193 2.86755
H -1.03520 -2.49814 -0.83422
H -1.36896 2.46516 0.39481
H 0.36758 -2.82882 -1.97803
```

Atomic partial charges in e from the natural (NBO) method, atoms 1 to 5:
1. S -0.60
2. P 1.91
3. O -0.98
4. O -0.54
5. O -0.70

# 3
Computed, not measured: a 4-piece molecular cluster, C7H19NO3 overall, with ωB97M-V with the def2-TZVPD basis set.

## Properties
* E_HOMO: -10.1 eV
* 2S+1: 1
* total charge: 0
* energy above the lowest of the compared OMol25 structures with the same formula, charge and spin: 100.36 kJ/mol

Structure (XYZ):
```
30
C7H19NO3, DFT ωB97M-V with the def2-TZVPD basis set
O 7.89075 4.37958 8.79110
O 10.99920 4.32627 9.10638
O 11.43867 5.31458 5.55904
N 5.13264 6.05622 8.00170
C 5.10106 5.90799 6.84587
C 5.13219 5.73953 5.42590
C 11.42806 5.69052 9.06374
C 7.66237 5.24345 5.41247
C 7.47924 4.08809 10.11689
C 12.40846 5.42779 4.56274
C 6.28214 4.73412 4.97326
H 10.63208 6.44946 9.09050
H 5.33364 6.68368 4.92598
H 8.54254 4.90727 4.80087
H 7.16622 4.83298 8.32081
H 8.01433 5.10893 6.45359
H 11.87724 5.54372 3.63967
H 13.11315 6.24601 4.65328
H 11.80379 4.87373 6.37802
H 6.39063 4.19848 10.22806
H 6.18917 3.69983 5.36630
H 4.16086 5.37924 5.07763
H 12.06080 5.89478 8.20321
H 7.70839 3.03146 10.28735
H 10.08894 4.38761 8.74119
H 12.94567 4.41381 4.50763
H 7.95993 4.76695 10.81613
H 12.03973 5.87442 9.90103
H 7.66621 6.34411 5.37945
H 6.15712 4.80575 3.88722
```

Atomic partial charges in e from the natural (NBO) method, atoms 1 to 5:
1. O -0.77
2. O -0.74
3. O -0.73
4. N -0.37
5. C 0.31

# 4
Computed, not measured: a 2-piece molecular cluster, C7H19NSi overall, with ωB97M-V with the def2-TZVPD basis set.

## Properties
* E_HOMO: -9.2 eV
* 2S+1: 1
* total charge: 0
* energy above the lowest of the compared OMol25 structures with the same formula, charge and spin: 409.54 kJ/mol

Structure (XYZ):
```
28
C7H19NSi, DFT ωB97M-V with the def2-TZVPD basis set
Si -2.09617 -0.01969 2.16611
N -1.22684 1.35542 2.24696
C -3.82113 -0.06004 1.43306
C 2.07478 -0.52974 -0.88869
C 2.40689 -0.52912 -2.34751
C 0.89224 0.32874 -0.54182
C -4.28148 1.34516 1.06158
C 1.77772 -1.89603 -0.26995
C 3.43004 0.12819 -0.19901
H 4.28791 -0.55215 -0.41234
H 3.37473 -0.10905 -2.63820
H 2.70154 -1.61879 -2.44491
H 1.28143 1.01373 0.18296
H -3.45144 1.85693 0.49038
H 0.82340 -2.30714 -0.68696
H -0.05303 -0.09705 -0.24255
H -1.56540 2.09380 1.51106
H 3.49957 1.02532 -0.73918
H -4.40160 1.95461 1.99301
H 2.38022 -2.74639 -0.56748
H -1.54155 -1.31462 2.63500
H 1.56061 -0.39040 -3.15347
H 3.34856 0.37088 0.91680
H 0.59479 1.03461 -1.31377
H 1.50967 -1.68716 0.78199
H -5.31383 1.26578 0.60636
H -4.54830 -0.66960 2.08173
H -3.77058 -0.78777 0.61854
```

Atomic partial charges in e from the natural (NBO) method, atoms 1 to 5:
1. Si 1.56
2. N -1.34
3. C -0.93
4. C -0.06
5. C -0.63

# 5
Computed, not measured: a 2-piece molecular cluster, C7H19P3 overall, with ωB97M-V with the def2-TZVPD basis set.

## Properties
* E_HOMO: -17.1 eV
* 2S+1: 1
* total charge: +2
* energy above the lowest of the compared OMol25 structures with the same formula, charge and spin: 0.00 kJ/mol

Structure (XYZ):
```
29
C7H19P3, DFT ωB97M-V with the def2-TZVPD basis set
P 1.30541 -1.10227 0.12116
P -0.15181 -0.18139 1.60922
P 0.65619 0.33828 -1.43626
C 0.85191 1.00101 2.52869
C -0.16388 -0.40044 -2.82000
C 2.03938 1.35124 -2.05739
C -0.44790 1.59732 -0.60102
C -1.06645 -1.22407 2.76556
C -0.59730 -2.86851 -0.55529
C -1.18013 0.97133 0.60437
H 0.19840 2.37130 -0.16724
H 2.35360 1.81626 -1.13116
H 0.24768 0.05115 -3.73075
H 1.75144 2.15724 -2.61681
H -2.16091 0.55352 0.37713
H 2.78053 0.90438 -2.71795
H -1.42842 1.79224 1.27384
H 1.96334 0.95581 2.43934
H -0.46529 -1.88198 3.22098
H 0.06475 -3.31400 -1.21676
H -1.90467 -1.86606 2.47598
H -1.32562 -0.36970 -2.86685
H -1.11018 -2.25287 -1.11234
H 0.00221 -1.50057 -2.85012
H 0.38358 1.99335 2.29381
H -1.30380 -0.49100 3.58100
H -1.17504 1.98316 -1.37687
H -0.85232 -3.27679 0.37604
H 0.73532 0.89207 3.58971
```

Atomic partial charges in e from the natural (NBO) method, atoms 1 to 5:
1. P 0.10
2. P 1.22
3. P 1.19
4. C -1.01
5. C -1.03

# 6
Computed, not measured: C7H20BiN5O5PS as an isolated structure, with ωB97M-V with the def2-TZVPD basis set.

## Properties
* E_HOMO: -11.7 eV
* 2S+1: 1
* total charge: +1
* energy above the lowest of the compared OMol25 structures with the same formula, charge and spin: 3.79 kJ/mol

Structure (XYZ):
```
40
C7H20BiN5O5PS, DFT ωB97M-V with the def2-TZVPD basis set
Bi 0.57381 -1.13747 0.94962
S 1.20865 -1.67194 -1.18380
P 1.85544 1.36631 0.86647
O -1.41523 -0.71221 3.15171
O -3.44891 -0.10632 2.83158
O 1.94251 1.89776 -0.62322
O 0.69713 2.23791 1.49142
O 3.23152 1.85732 1.47862
N -2.18532 1.15746 -0.82908
N -1.86778 0.11393 1.17089
N -3.98920 1.04783 0.55981
N -2.28883 -0.22806 2.44561
N -0.83458 0.99030 -1.08164
C 0.75085 4.08199 3.06152
C 0.75826 3.69584 1.60422
C 3.97936 2.76256 -1.64489
C 3.92744 1.14583 2.54720
C -2.70908 0.75765 0.34555
C 3.07722 1.56372 -1.48121
C 4.56302 2.15583 3.47029
H 2.64271 1.25386 -2.42649
H 3.61169 0.70721 -1.06470
H 3.42108 3.61163 -2.04281
H -0.67149 0.35493 -1.84778
H -4.41544 0.71362 1.40452
H 4.42664 3.05073 -0.69292
H 3.22138 0.51024 3.08731
H 0.68033 5.16824 3.15074
H 3.80622 2.74180 3.99524
H 1.64738 4.06100 1.09166
H 1.66631 3.75296 3.55573
H 5.17505 1.63760 4.21136
H -0.12051 4.07376 1.08586
H -2.78458 1.60794 -1.49524
H 5.20519 2.83315 2.90414
H 4.67889 0.51437 2.07909
H 4.77909 2.51550 -2.34601
H -0.37015 1.87522 -1.23434
H -4.53407 1.53174 -0.13178
H -0.10409 3.63513 3.57238
```

Atomic partial charges in e from the natural (NBO) method, atoms 1 to 5:
1. Bi 1.19
2. S -0.75
3. P 1.85
4. O -0.39
5. O -0.41

# 7
Computed, not measured: a 2-piece molecular cluster, C7H20FN3P overall, with ωB97M-V with the def2-TZVPD basis set.

## Properties
* E_HOMO (spin up / spin down): -11.9 / -12.1 eV
* 2S+1: 1
* total charge: +1
* energy above the lowest of the compared OMol25 structures with the same formula, charge and spin: 238.45 kJ/mol

Structure (XYZ):
```
32
C7H20FN3P, DFT ωB97M-V with the def2-TZVPD basis set
P -0.10728 0.04973 -0.06770
F -3.46840 0.44991 -0.25715
N 1.24884 0.57097 -1.07174
N 0.12257 -1.59317 0.08466
N -0.00507 0.57572 1.49641
C 2.00279 -0.27342 -1.92251
C -0.40429 -2.49352 -0.96500
C -2.59913 0.95576 -1.11179
C 0.81901 1.71043 1.78659
C 0.35974 -2.24166 1.37102
C -1.17200 0.37528 2.30700
C 0.88067 1.92526 -1.66083
H 0.25508 2.69306 1.89417
H -0.83761 -3.37123 -0.45773
H -2.36743 1.95891 -0.91109
H -0.58963 -2.15460 1.97244
H -1.61584 1.37750 2.32872
H 0.33738 -2.62878 -1.68574
H -1.34523 -1.83944 -1.43428
H 1.71838 -1.28869 -1.61436
H 1.31250 -1.83484 1.88611
H 0.32055 2.50010 -0.90427
H 1.17724 1.58552 2.79659
H 0.46302 -3.31650 1.09630
H 1.92388 -0.08895 -2.92824
H 3.11593 0.07811 -1.80505
H 1.89257 2.43774 -1.85386
H -0.86596 0.29787 3.34889
H 1.66327 1.63542 1.08085
H -2.74647 0.53671 -2.15327
H 0.24942 1.77610 -2.54587
H -1.73851 -0.36528 1.90073
```

Atomic partial charges in e from the natural (NBO) method, atoms 1 to 5:
1. P 1.77
2. F -0.31
3. N -0.73
4. N -0.81
5. N -0.76